(1)
Here is a molecular structure, C35H35NaO3P2S3 from OMol25. Energies are from wB97M-V/def2-TZVPD.

* 2S+1: 1
* calculated total energy: -98510.828 eV
* HOMO: -1.75 eV
* charge: -2
* gap between HOMO and LUMO: 5.685 eV
* energy above the lowest of the compared OMol25 structures with the same formula, charge and spin: 0.00 kcal per mole

Last column: Löwdin charge in e.
Cartesian coordinates (Å):
Na1 -1.07 -0.63 2.19  0.236
S1 -2.58 2.02 0.39  0.182
P1 -1.55 0.82 -0.85  0.305
C1 -0.49 -0.24 -0.17  -0.574
P2 0.55 -1.48 -0.43  0.331
S2 1.05 -2.58 1.18  0.221
C2 -0.02 -2.67 -1.73  -0.332
C3 -0.63 -3.88 -1.39  -0.119
C4 -1.20 -4.68 -2.37  -0.106
C5 -1.16 -4.30 -3.70  -0.122
C6 -0.54 -3.11 -4.05  -0.100
C7 0.02 -2.31 -3.07  -0.094
C8 2.14 -0.97 -1.23  -0.339
C9 2.35 0.36 -1.56  -0.099
C10 3.53 0.76 -2.18  -0.093
C11 4.51 -0.18 -2.47  -0.118
C12 4.31 -1.51 -2.13  -0.107
C13 3.14 -1.90 -1.51  -0.103
C14 -0.72 1.91 -2.10  -0.341
C15 -0.42 1.45 -3.38  -0.105
C16 0.37 2.20 -4.25  -0.103
C17 0.88 3.42 -3.84  -0.124
C18 0.58 3.90 -2.57  -0.103
C19 -0.22 3.15 -1.71  -0.118
C20 -2.83 0.02 -1.93  -0.333
C21 -3.09 -1.34 -1.79  -0.080
C22 -4.06 -1.96 -2.56  -0.093
C23 -4.78 -1.22 -3.49  -0.119
C24 -4.54 0.14 -3.63  -0.109
C25 -3.57 0.75 -2.85  -0.109
H1 -0.65 -4.17 -0.34  0.067
H2 -1.68 -5.62 -2.08  0.091
H3 -1.61 -4.93 -4.46  0.086
H4 -0.50 -2.80 -5.09  0.092
H5 0.50 -1.37 -3.35  0.095
H6 1.58 1.08 -1.31  0.081
H7 3.67 1.80 -2.44  0.094
H8 5.43 0.13 -2.96  0.085
H9 5.08 -2.24 -2.35  0.088
H10 2.98 -2.94 -1.23  0.093
H11 -0.80 0.49 -3.70  0.095
H12 0.59 1.82 -5.23  0.092
H13 1.50 4.01 -4.50  0.085
H14 0.97 4.85 -2.24  0.091
H15 -0.48 3.51 -0.72  0.063
H16 -2.52 -1.90 -1.06  0.092
H17 -4.24 -3.02 -2.45  0.095
H18 -5.54 -1.70 -4.10  0.085
H19 -5.10 0.72 -4.35  0.087
H20 -3.39 1.82 -2.94  0.102
C26 -0.64 4.25 2.76  -0.069
C27 0.29 3.18 3.27  -0.266
C28 1.15 2.53 2.39  -0.011
C29 2.03 1.56 2.83  -0.257
C30 2.94 0.83 1.88  -0.047
C31 2.03 1.22 4.18  -0.023
C32 1.15 1.82 5.08  -0.282
C33 1.05 1.33 6.49  -0.058
C34 0.30 2.81 4.61  -0.022
H21 -0.09 5.13 2.44  0.072
H22 -1.35 4.55 3.53  0.068
H23 -1.21 3.87 1.90  0.000
H24 1.11 2.76 1.33  0.111
H25 2.52 -0.15 1.63  0.033
H26 3.92 0.66 2.32  0.075
H27 3.06 1.38 0.95  0.065
H28 2.70 0.44 4.53  0.118
H29 0.37 0.47 6.51  0.068
H30 0.64 2.09 7.15  0.067
H31 2.02 1.01 6.88  0.068
H32 -0.41 3.28 5.29  0.108
C35 -0.66 -3.31 4.78  -0.163
S3 -1.67 -1.84 4.78  0.361
O1 -2.37 -1.83 6.05  -0.374
O2 -2.54 -1.98 3.60  -0.377
O3 -0.72 -0.73 4.59  -0.376
H33 -1.31 -4.17 4.90  0.053
H34 0.03 -3.24 5.62  0.053
H35 -0.12 -3.36 3.84  0.013

=====

(2)
Here is a molecular structure, C42H115N10O12V at a distorted geometry from OMol25. Energies are from wB97M-V/def2-TZVPD.

* 2S+1: 2
* calculated total energy: -110554.473 eV
* HOMO: -9.86 eV
* charge: +1
* gap between HOMO and LUMO: 3.737 eV
* energy above the lowest of the compared OMol25 structures with the same formula, charge and spin: 229.76 kcal per mole
* ⟨S²⟩: 0.83

Last column: Löwdin charge in e.
Cartesian coordinates (Å):
O1 -0.70 -4.78 4.88  -0.308
V1 0.87 -4.42 4.74  1.262
C1 0.96 0.66 -1.22  -0.090
C2 -0.01 -0.29 -0.53  -0.358
O2 0.63 -1.13 0.40  -0.008
H1 1.80 0.06 -1.58  0.078
H2 1.52 1.30 -0.54  0.073
H3 0.43 1.24 -1.97  0.088
H4 -0.38 -0.79 -1.42  0.115
H5 -0.83 0.31 -0.11  0.104
C3 9.44 1.34 -5.62  -0.077
C4 8.47 0.41 -6.35  -0.432
C5 8.08 0.94 -7.74  -0.188
O3 7.11 0.05 -8.36  -0.197
C6 6.75 0.32 -9.71  -0.116
N1 9.18 -0.86 -6.51  0.027
H6 9.57 1.13 -4.56  0.073
H7 9.07 2.37 -5.65  0.072
H8 10.46 1.29 -6.01  0.076
H9 7.58 0.29 -5.74  0.137
H10 9.02 1.05 -8.29  0.123
H11 7.63 1.92 -7.62  0.118
H12 5.85 -0.27 -9.88  0.085
H13 7.49 -0.02 -10.43  0.082
H14 6.52 1.36 -9.92  0.082
H15 8.53 -1.60 -6.73  0.066
H16 9.86 -0.74 -7.25  0.069
C7 8.89 2.24 3.33  -0.094
C8 10.09 1.48 3.79  -0.437
C9 11.28 2.37 4.33  -0.152
O4 10.79 3.17 5.44  -0.208
C10 11.74 3.96 6.10  -0.119
N2 9.58 0.48 4.74  0.035
H17 9.22 2.97 2.59  0.085
H18 8.41 2.70 4.19  0.076
H19 8.14 1.58 2.90  0.078
H20 10.40 0.99 2.86  0.128
H21 11.80 2.93 3.55  0.119
H22 12.03 1.70 4.76  0.109
H23 12.20 4.70 5.45  0.083
H24 12.55 3.33 6.48  0.084
H25 11.25 4.54 6.88  0.089
H26 9.04 0.96 5.46  0.063
H27 10.39 0.12 5.23  0.061
C11 -5.66 -1.17 7.07  -0.093
C12 -5.45 -0.72 8.50  -0.426
C13 -6.78 -0.81 9.33  -0.206
O5 -6.82 -0.24 10.63  -0.180
C14 -6.79 -1.22 11.65  -0.107
N3 -4.35 -1.55 9.03  0.038
H28 -6.25 -0.44 6.50  0.078
H29 -6.02 -2.20 7.06  0.081
H30 -4.76 -1.10 6.47  0.072
H31 -5.28 0.35 8.41  0.137
H32 -7.16 -1.83 9.39  0.116
H33 -7.53 -0.33 8.71  0.120
H34 -5.92 -1.87 11.52  0.075
H35 -7.70 -1.81 11.59  0.085
H36 -6.82 -0.75 12.63  0.091
H37 -4.37 -1.28 10.00  0.050
H38 -4.65 -2.51 9.09  0.067
C15 -6.94 10.24 -2.88  -0.078
C16 -7.48 8.90 -3.30  -0.421
C17 -6.60 7.65 -2.96  -0.202
O6 -5.43 7.70 -3.78  -0.179
C18 -4.54 6.56 -3.55  -0.101
N4 -8.82 8.73 -2.66  0.030
H39 -5.93 10.51 -3.21  0.080
H40 -6.82 10.27 -1.80  0.073
H41 -7.64 11.04 -3.11  0.081
H42 -7.62 8.95 -4.38  0.134
H43 -7.11 6.70 -3.15  0.114
H44 -6.43 7.66 -1.88  0.117
H45 -4.07 6.52 -2.57  0.073
H46 -3.63 6.54 -4.15  0.079
H47 -5.02 5.59 -3.64  0.078
H48 -8.54 8.63 -1.70  0.058
H49 -9.33 7.93 -3.01  0.065
C19 6.71 -6.79 1.70  -0.064
C20 5.23 -6.56 2.02  -0.452
C21 4.46 -7.90 2.03  -0.143
O7 3.04 -7.57 2.34  -0.232
C22 2.14 -8.67 2.30  -0.117
N5 5.13 -5.81 3.27  0.028
H50 6.90 -7.68 1.11  0.079
H51 7.22 -7.08 2.62  0.075
H52 7.23 -5.90 1.33  0.085
H53 4.81 -5.96 1.21  0.135
H54 4.92 -8.54 2.78  0.125
H55 4.54 -8.40 1.06  0.125
H56 2.38 -9.64 2.75  0.091
H57 2.00 -8.78 1.22  0.087
H58 1.21 -8.26 2.68  0.076
H59 5.71 -6.35 3.90  0.065
H60 5.77 -5.04 3.10  0.068
C23 2.01 1.94 7.00  -0.060
C24 3.21 1.01 7.16  -0.476
C25 4.20 1.45 8.27  -0.190
O8 5.34 0.58 8.46  -0.197
C26 6.32 1.06 9.39  -0.095
N6 2.68 -0.24 7.56  0.019
H61 2.48 2.86 6.67  0.083
H62 1.53 2.08 7.97  0.085
H63 1.30 1.49 6.30  0.085
H64 3.74 0.88 6.21  0.136
H65 3.69 1.48 9.23  0.128
H66 4.42 2.49 8.04  0.121
H67 6.01 1.19 10.43  0.088
H68 6.62 2.02 8.97  0.083
H69 7.24 0.49 9.37  0.087
H70 1.88 0.08 8.09  0.059
H71 3.40 -0.46 8.23  0.056
C27 -4.50 -11.34 -4.92  -0.055
C28 -3.00 -11.22 -4.51  -0.442
C29 -2.54 -9.81 -4.17  -0.221
O9 -2.81 -8.88 -5.19  -0.192
C30 -2.14 -7.65 -5.05  -0.112
N7 -2.84 -12.09 -3.42  0.016
H72 -4.81 -10.54 -5.58  0.068
H73 -5.14 -11.12 -4.06  0.072
H74 -4.73 -12.34 -5.29  0.078
H75 -2.33 -11.57 -5.30  0.144
H76 -1.49 -9.88 -3.88  0.119
H77 -3.08 -9.35 -3.35  0.124
H78 -2.28 -6.96 -5.88  0.085
H79 -1.07 -7.86 -4.99  0.087
H80 -2.55 -7.08 -4.22  0.082
H81 -3.68 -12.15 -2.87  0.068
H82 -2.71 -13.07 -3.64  0.079
C31 -8.25 -1.98 -0.53  -0.074
C32 -8.29 -3.05 -1.62  -0.405
C33 -7.56 -4.32 -1.31  -0.260
O10 -7.96 -4.95 -0.12  -0.185
C34 -7.46 -6.28 0.00  -0.090
N8 -9.73 -3.32 -1.72  0.026
H83 -8.92 -1.14 -0.74  0.079
H84 -7.25 -1.57 -0.40  0.071
H85 -8.51 -2.34 0.47  0.076
H86 -7.92 -2.62 -2.56  0.135
H87 -6.48 -4.21 -1.42  0.117
H88 -7.58 -5.07 -2.10  0.114
H89 -7.81 -6.68 0.95  0.087
H90 -6.37 -6.23 0.01  0.087
H91 -7.91 -6.89 -0.78  0.090
H92 -9.85 -4.27 -2.03  0.064
H93 -10.21 -3.33 -0.84  0.068
C35 2.13 7.89 0.63  -0.077
C36 1.44 9.26 0.61  -0.393
C37 -0.09 9.22 1.08  -0.213
O11 -0.16 8.65 2.36  -0.188
C38 -1.54 8.44 2.71  -0.099
N9 2.23 10.19 1.42  0.021
H94 1.82 7.42 -0.31  0.066
H95 1.93 7.17 1.42  0.071
H96 3.21 8.02 0.59  0.066
H97 1.43 9.63 -0.42  0.124
H98 -0.69 8.65 0.37  0.116
H99 -0.53 10.21 1.04  0.118
H100 -2.04 7.55 2.35  0.088
H101 -2.09 9.37 2.54  0.086
H102 -1.57 8.43 3.80  0.084
H103 3.21 10.23 1.21  0.066
H104 2.01 9.96 2.38  0.066
C39 -5.59 3.44 -9.96  -0.073
C40 -5.26 2.03 -10.52  -0.400
C41 -4.10 1.40 -9.66  -0.222
O12 -2.96 2.22 -9.74  -0.178
C42 -1.85 1.62 -9.08  -0.105
N10 -6.51 1.27 -10.48  0.017
H105 -4.80 4.18 -10.10  0.068
H106 -5.93 3.46 -8.93  0.077
H107 -6.37 3.95 -10.53  0.064
H108 -4.98 2.09 -11.57  0.129
H109 -3.98 0.37 -9.99  0.115
H110 -4.40 1.29 -8.62  0.121
H111 -2.17 1.37 -8.06  0.083
H112 -0.97 2.23 -9.23  0.092
H113 -1.59 0.63 -9.47  0.078
H114 -6.27 0.30 -10.58  0.061
H115 -7.15 1.61 -11.18  0.073

=====

(3)
Here is a single C20H23N5O2S2 molecule at a distorted geometry from OMol25. Energies are from wB97M-V/def2-TZVPD.

* 2S+1: 1
* calculated total energy: -54330.711 eV
* HOMO: -8.66 eV
* SMILES: CCn1c(CNC(=O)c2cccs2)nnc1SCC(=O)NCCc1ccccc1
* gap between HOMO and LUMO: 8.782 eV
* energy above the lowest of the compared OMol25 structures with the same formula, charge and spin: 16.23 kcal per mole

Last column: Löwdin charge in e.
Cartesian coordinates (Å):
C1 -1.34 -3.35 0.13  -0.047
C2 -0.77 -2.02 0.62  -0.192
N1 0.13 -1.43 -0.34  -0.007
C3 -0.12 -0.79 -1.52  -0.295
C4 -1.46 -0.56 -2.12  -0.079
N2 -2.36 0.11 -1.22  0.086
C5 -3.51 -0.47 -0.79  -0.538
O1 -3.84 -1.59 -1.14  0.030
C6 -4.33 0.33 0.13  -0.440
C7 -4.10 1.54 0.73  -0.115
C8 -5.16 1.94 1.56  -0.180
C9 -6.17 1.02 1.59  -0.400
S1 -5.85 -0.34 0.60  1.097
N3 1.00 -0.43 -2.08  0.090
N4 2.01 -0.83 -1.30  0.004
C10 1.49 -1.43 -0.25  -0.624
S2 2.36 -2.15 1.06  1.003
C11 4.05 -2.17 0.38  -0.344
C12 4.78 -0.85 0.61  -0.580
O2 5.60 -0.72 1.50  0.052
N5 4.43 0.11 -0.26  0.062
C13 4.91 1.46 -0.12  -0.163
C14 4.03 2.28 0.84  -0.125
C15 2.62 2.39 0.34  -0.233
C16 1.58 1.71 0.97  -0.044
C17 0.28 1.84 0.52  -0.098
C18 0.00 2.65 -0.57  -0.110
C19 1.03 3.31 -1.21  -0.075
C20 2.33 3.19 -0.76  -0.036
H1 -0.54 -4.00 -0.22  0.082
H2 -1.86 -3.84 0.95  0.083
H3 -2.05 -3.19 -0.68  0.058
H4 -0.20 -2.17 1.54  0.091
H5 -1.58 -1.32 0.82  0.114
H6 -1.31 0.03 -3.03  0.134
H7 -1.93 -1.51 -2.38  0.128
H8 -2.13 1.05 -0.93  0.095
H9 -3.22 2.14 0.59  0.101
H10 -5.18 2.86 2.12  0.104
H11 -7.09 1.07 2.14  0.064
H12 3.97 -2.41 -0.68  0.084
H13 4.57 -2.97 0.92  0.083
H14 3.64 -0.06 -0.88  0.085
H15 5.93 1.41 0.29  0.121
H16 4.93 1.92 -1.11  0.120
H17 4.47 3.28 0.94  0.120
H18 4.05 1.80 1.82  0.118
H19 1.80 1.08 1.82  0.111
H20 -0.51 1.32 1.04  0.097
H21 -1.01 2.79 -0.91  0.089
H22 0.82 3.94 -2.07  0.104
H23 3.13 3.72 -1.26  0.115